Record 1
Entry from the Open Molecules 2025 dataset: the molecule C14H12BrNO2 in a non-equilibrium geometry (ωB97M-V/def2-TZVPD).

Geometry as ORCA input:
```
! wB97M-V def2-TZVPD RIJCOSX def2/J DEFGRID3
* xyz 0 1
O -0.4658 -0.7241 2.6146
Br 3.9331 4.5667 3.9477
O -0.6674 0.1385 0.5607
C -0.1734 0.1556 1.8330
C 2.7290 3.3331 3.0350
C 1.8129 2.7609 3.9054
C -1.7373 -0.5466 -4.3743
C 0.2438 -3.1695 -0.7896
C -1.8625 0.5438 -3.5297
C 0.0959 -2.0936 0.1030
C -1.3360 -1.7471 -3.7708
C -0.3305 -3.1022 -1.9876
C -1.5864 0.3471 -2.1657
C -0.6067 -0.9684 -0.2543
C -0.9518 -1.9473 -2.4667
C -1.0820 -0.8442 -1.5474
N 0.5975 1.3015 2.1890
C 0.8058 1.5886 3.6483
H 3.0201 3.0210 2.0436
H 1.7614 3.1759 4.8873
H -2.0455 -0.4951 -5.4452
H 0.8394 -4.0198 -0.5801
H -2.1088 1.5768 -3.9194
H 0.5150 -2.2117 1.0462
H -1.2385 -2.6312 -4.3943
H -0.2466 -3.9032 -2.6704
H -1.5952 1.3430 -1.6467
H 0.6636 2.0498 1.5611
H -0.0957 1.8574 4.0715
H 1.1126 0.6446 4.0961
*
```

Summary:
Max |F| = 0.07553 hartree/bohr
E = -3319.89339 a.u.
Energy above the lowest of the compared OMol25 structures with the same formula, charge and spin = 162.53 kJ/mol
Structure (SMILES) = O=C(NC/C=C/Br)Oc1cccc2ccccc12
Frontier orbital gap = 0.311 hartree
HOMO level = -8.09 eV

=====

Record 2
Entry from the Open Molecules 2025 dataset: a structure of composition C10H18FN in a non-equilibrium geometry (ωB97M-V/def2-TZVPD).

Geometry as ORCA input:
```
! wB97M-V def2-TZVPD RIJCOSX def2/J DEFGRID3
* xyz 0 1
C -2.3488 0.5898 1.0133
C -1.9762 -0.1754 -0.0670
C -3.2081 -0.6277 -0.7907
C -0.9539 0.2966 -1.0314
C 0.6032 0.4325 -0.5089
C 0.9319 1.5823 0.3516
C 0.9171 -1.1663 1.3192
C 2.4176 -1.2339 -0.5742
C 3.7976 -0.2801 -0.4483
C 4.4779 0.7306 -0.1053
H -2.6916 -0.4686 1.9951
H -3.7043 1.1864 0.4376
H -1.2259 1.3776 1.3839
H -1.5576 -1.1204 0.1641
H -4.3091 -0.6376 -0.1820
H -2.8729 -1.7510 -1.2410
H -3.2301 0.3386 -1.5402
H -1.2525 1.2367 -1.4324
H -0.8395 -0.2602 -1.9337
H 0.9582 0.5579 -1.5912
H 0.5702 1.5528 1.3929
H 1.9883 1.7431 0.2824
H 1.3542 -0.4356 2.0494
H -0.2995 -1.3071 1.3827
H 1.1184 -2.2210 1.4985
H 2.6036 -2.1871 -0.3653
H 2.4360 -1.4726 -1.7271
H 4.7863 1.7750 0.4103
N 1.2684 -0.7712 0.0436
F 0.2409 2.7160 -0.1857
*
```

Summary:
Max |F| = 0.12252 hartree/bohr
E = -546.00091 a.u.
Energy above the lowest of the compared OMol25 structures with the same formula, charge and spin = 759.85 kJ/mol
Frontier orbital gap = 0.344 hartree
HOMO level = -8.84 eV

=====

Record 3
Entry from the Open Molecules 2025 dataset: a structure of composition H24O16S in a non-equilibrium geometry (ωB97M-V/def2-TZVPD).

Geometry as ORCA input:
```
! wB97M-V def2-TZVPD RIJCOSX def2/J DEFGRID3
* xyz -2 1
S 0.1227 0.2229 -0.0753
O 0.2820 1.6609 0.1419
O 0.0089 -0.4725 1.1746
O -1.1047 0.1739 -0.7831
O 1.2146 -0.3576 -0.8670
O -0.4218 2.9904 -1.3208
H -0.2107 2.3872 -0.6193
H -0.0306 2.6940 -2.0186
O 0.3564 -2.9595 -1.2968
H 0.6109 -2.0609 -1.2226
H -0.4197 -3.2328 -0.7346
O 3.1583 -1.4480 0.4571
H 2.3857 -1.0571 -0.0552
H 3.0541 -0.9314 1.2366
O 2.0631 0.1481 -2.9091
H 2.1490 -0.5192 -3.5379
H 1.8765 -0.3950 -2.1365
O -0.4237 3.1161 1.9887
H -0.4019 2.5269 2.8786
H -0.1456 2.3347 1.3386
O 2.6380 2.0963 0.5829
H 1.7687 1.7609 0.3828
H 3.0047 2.3419 -0.2683
O -1.9109 -0.2620 2.7882
H -1.2317 -0.0486 2.2204
H -1.5711 0.5674 3.1930
O -0.6098 -2.8647 2.3267
H -1.0613 -2.4873 3.0041
H -0.2572 -2.1333 1.6917
O -1.4038 -0.4627 -3.2618
H -0.4919 -0.5083 -3.5923
H -1.1217 -0.4902 -2.2410
O -2.8350 1.8081 -1.0435
H -2.4035 1.0135 -1.0148
H -2.1003 2.4980 -1.2401
O 2.0359 -0.6473 2.8530
H 1.1028 -0.6235 2.5488
H 2.1088 -1.3258 3.5793
O -3.3511 -1.9021 -1.1449
H -3.8270 -1.8613 -1.8934
H -2.6061 -1.2902 -1.1098
*
```

Summary:
Max |F| = 0.17771 hartree/bohr
E = -1616.38072 a.u.
Energy above the lowest of the compared OMol25 structures with the same formula, charge and spin = 643.19 kJ/mol
Frontier orbital gap = 0.332 hartree
HOMO level = -3.80 eV

=====

Record 4
Entry from the Open Molecules 2025 dataset: a cluster of 9 separate species, H18O9 in total (ωB97M-V/def2-TZVPD).

Geometry as ORCA input:
```
! wB97M-V def2-TZVPD RIJCOSX def2/J DEFGRID3
* xyz 0 1
O 2.9193 -1.2486 -4.5687
H 3.1359 -0.8968 -3.7052
H 3.6368 -1.8494 -4.7699
O -4.0248 1.3219 -3.3844
H -3.6504 0.7261 -4.0333
H -3.4057 2.0506 -3.3422
O 1.5960 -1.6784 7.0071
H 2.1307 -2.3980 7.3426
H 2.0745 -1.3606 6.2414
O -0.6640 4.4467 -4.6837
H -0.1681 4.6548 -5.4755
H -0.7185 5.2764 -4.2097
O 1.0371 0.2170 0.3995
H 0.6567 0.5721 -0.4039
H 0.3382 0.2914 1.0492
O -4.7736 -1.9685 4.7644
H -5.6628 -2.0690 4.4245
H -4.4191 -1.2163 4.2904
O 6.4901 1.4488 -0.8471
H 5.8676 1.9378 -0.3090
H 7.3346 1.5795 -0.4158
O 0.6375 -5.0932 0.8535
H -0.0827 -5.2086 0.2337
H 1.0855 -4.3013 0.5561
O -3.6750 1.4248 1.3306
H -3.9122 2.3392 1.1762
H -3.7834 1.0016 0.4790
*
```

Summary:
Max |F| = 0.00602 hartree/bohr
E = -687.90960 a.u.
Energy above the lowest of the compared OMol25 structures with the same formula, charge and spin = 305.07 kJ/mol
Structure (SMILES) = O.O.O.O.O.O.O.O.O
Frontier orbital gap = 0.422 hartree
HOMO level = -11.32 eV

=====

Record 5
Entry from the Open Molecules 2025 dataset: a structure of composition C51H63CoNO4 (ωB97M-V/def2-TZVPD).

Geometry as ORCA input:
```
! wB97M-V def2-TZVPD RIJCOSX def2/J DEFGRID3
* xyz 1 5
Co 2.9477 0.7800 0.0545
C 3.7940 0.8981 3.1267
O 2.7276 0.7092 2.1840
C 1.4975 0.4391 2.7969
C 0.6541 1.5157 3.0459
C 0.9412 2.8761 2.4552
C 0.2608 2.9914 1.1023
C -1.1114 3.2372 1.0656
C -1.8266 3.3200 -0.1194
C -1.0955 3.1675 -1.2952
C 0.2681 2.9201 -1.2985
C 0.9843 2.7238 -2.6228
C 0.7738 1.3098 -3.1179
C -0.3670 0.9867 -3.8365
C -0.7195 -0.3281 -4.1446
C 0.1148 -1.3382 -3.6877
C 1.2851 -1.0600 -2.9834
C 2.1182 -2.1938 -2.4157
C 1.5341 -2.6564 -1.1047
C 0.4982 -3.5509 -1.0638
C -0.0815 -3.9732 0.1466
C 0.4682 -3.4994 1.3648
C 1.4940 -2.6075 1.4030
C 2.0077 -2.0469 2.7051
C 1.1646 -0.8601 3.1350
C -0.0373 -1.0728 3.8095
C -0.8898 -0.0259 4.1358
C -0.5198 1.2588 3.7362
C -2.2107 -0.2290 4.8770
C -2.1748 0.5470 6.2007
C -2.4772 -1.7022 5.1811
C -3.3601 0.3024 4.0079
C 2.0285 -2.1166 0.1464
O 2.9108 -1.2108 0.1533
C -1.2654 -4.9210 0.1963
C -2.4142 -4.2387 0.9599
C -0.8402 -6.1981 0.9418
C -1.7693 -5.3001 -1.1956
C 1.6137 0.2633 -2.7483
O 2.8313 0.5265 -2.1115
C 3.8608 1.0674 -2.9579
C -1.9946 -0.5997 -4.9404
C -3.1945 0.0003 -4.1931
C -2.2439 -2.0950 -5.1288
C -1.8718 0.0582 -6.3218
C 0.9641 2.8054 -0.0872
O 2.2932 2.5392 -0.0965
C -3.3365 3.5516 -0.1759
C -3.6373 4.8366 -0.9572
C -3.9991 2.3620 -0.8849
C -3.9481 3.6772 1.2192
H 4.1020 -0.0569 3.5543
H 3.4546 1.5610 3.9223
H 4.6223 1.3566 2.5941
H 2.0111 3.0362 2.3443
H 0.5479 3.6509 3.1146
H -1.6239 3.3710 2.0104
H -1.6027 3.2442 -2.2526
H 2.0371 2.9578 -2.5008
H 0.5682 3.4218 -3.3509
H -1.0139 1.7995 -4.1465
H -0.1282 -2.3747 -3.8850
H 3.1497 -1.8782 -2.2779
H 2.1075 -3.0372 -3.1069
H 0.1148 -3.9365 -1.9986
H 0.0472 -3.8456 2.3009
H 3.0542 -1.7705 2.6003
H 1.9399 -2.8298 3.4612
H -0.2958 -2.0885 4.0815
H -1.1756 2.0944 3.9504
H -1.3838 0.1713 6.8528
H -3.1279 0.4396 6.7228
H -1.9997 1.6113 6.0374
H -1.6951 -2.1373 5.8069
H -2.5611 -2.2954 4.2663
H -3.4204 -1.7951 5.7215
H -3.2791 1.3777 3.8403
H -4.3180 0.1165 4.4983
H -3.3739 -0.1902 3.0325
H -2.1234 -3.9373 1.9671
H -3.2494 -4.9355 1.0490
H -2.7652 -3.3512 0.4293
H -0.5740 -5.9944 1.9798
H 0.0139 -6.6740 0.4568
H -1.6697 -6.9072 0.9428
H -2.0571 -4.4205 -1.7759
H -2.6526 -5.9314 -1.0944
H -1.0257 -5.8650 -1.7617
H 3.6387 0.8251 -3.9955
H 4.8027 0.6067 -2.6665
H 3.9239 2.1477 -2.8333
H -3.2613 -0.3959 -3.1774
H -4.1219 -0.2425 -4.7160
H -3.1301 1.0877 -4.1264
H -2.3767 -2.6054 -4.1712
H -1.4290 -2.5807 -5.6699
H -3.1561 -2.2404 -5.7090
H -1.7487 1.1392 -6.2398
H -2.7712 -0.1333 -6.9110
H -1.0142 -0.3385 -6.8689
H -3.2725 4.7758 -1.9842
H -3.1640 5.6990 -0.4836
H -4.7147 5.0137 -0.9950
H -3.6287 2.2473 -1.9052
H -5.0817 2.5020 -0.9341
H -3.7965 1.4320 -0.3472
H -3.5417 4.5323 1.7645
H -3.7794 2.7763 1.8148
H -5.0267 3.8220 1.1325
C 7.6253 1.9551 -0.1690
C 7.2654 0.6222 -0.0258
C 5.9233 0.3075 0.0555
N 4.9648 1.2405 0.0023
C 5.3113 2.5256 -0.1301
C 6.6339 2.9216 -0.2200
H 8.6683 2.2353 -0.2380
H 8.0081 -0.1617 0.0208
H 5.5871 -0.7170 0.1637
H 4.4850 3.2273 -0.1586
H 6.8732 3.9703 -0.3264
*
```

Summary:
Max |F| = 0.01100 hartree/bohr
E = -3719.53870 a.u.
Energy above the lowest of the compared OMol25 structures with the same formula, charge and spin = 0.00 kJ/mol
Frontier orbital gap (spin up / spin down) = 0.275 / 0.180 hartree
HOMO level (spin up / spin down) = -9.63 / -9.77 eV

=====

Record 6
Entry from the Open Molecules 2025 dataset: a structure of composition C45H64CsN4O4PSi2 in a non-equilibrium geometry (ωB97M-V/def2-TZVPD).

Geometry as ORCA input:
```
! wB97M-V def2-TZVPD RIJCOSX def2/J DEFGRID3
* xyz -2 1
Cs 0.7069 -0.4812 -0.2305
C 0.4271 -4.6929 -1.2514
C -0.5607 -3.8253 -1.7038
C -1.5833 -3.4268 -0.8512
C -1.6128 -3.8930 0.4592
C -0.6227 -4.7563 0.9129
C 0.3957 -5.1584 0.0582
H 1.2391 -4.9801 -1.9090
H -0.5173 -3.4187 -2.7073
H -2.3187 -2.7133 -1.2038
H -2.3885 -3.5513 1.1348
H -0.6333 -5.0943 1.9418
H 1.1796 -5.8134 0.4194
O 2.1753 2.9007 -1.4850
H 1.9731 2.1706 -2.1006
H 2.8509 2.5278 -0.9076
N -2.5690 5.7877 1.1108
C -2.3527 4.4305 0.8723
C -1.7949 3.9876 -0.3239
C -1.5722 2.6317 -0.4860
N -1.8590 1.7090 0.4304
C -2.3843 2.1424 1.5831
C -2.6464 3.4768 1.8409
H -2.6591 6.3603 0.2885
H -3.2620 5.9924 1.8110
H -1.5243 4.6860 -1.1077
H -1.1381 2.2637 -1.4117
H -2.6019 1.3853 2.3387
H -3.0692 3.7650 2.7972
C -3.8835 0.4450 6.5281
Si -2.5814 -0.5009 5.5166
C -2.4938 -2.1615 6.4443
C -0.9152 0.3213 5.8583
C -2.9476 -0.5502 3.7823
Si -4.4441 -1.1077 3.0123
C -4.9893 -2.9015 3.3612
C -5.9789 -0.1248 3.5472
C -4.3573 -0.9718 1.1266
H -3.5376 0.6307 7.5518
H -4.8149 -0.1289 6.5925
H -4.1165 1.4030 6.0541
H -2.3772 -2.0252 7.5270
H -1.6524 -2.7602 6.0794
H -3.4065 -2.7398 6.2644
H -0.5147 0.0545 6.8431
H -1.0006 1.4123 5.8087
H -0.1819 0.0181 5.1042
H -2.0588 -0.6508 3.1489
H -5.1943 -3.0345 4.4299
H -4.1898 -3.6030 3.0984
H -5.8924 -3.1778 2.8023
H -6.1349 -0.2127 4.6275
H -6.8884 -0.4748 3.0441
H -5.8398 0.9371 3.3207
H -3.3265 -1.0271 0.7634
H -4.7479 -0.0085 0.7823
H -4.9344 -1.7603 0.6305
C 5.2710 -0.8601 2.1458
P 3.6386 -0.7710 1.2635
C 2.8569 -2.3315 1.8930
C 4.3649 -1.6133 -0.3616
C 3.8657 -2.7173 -1.0633
C 4.1812 -2.9504 -2.4059
C 5.0410 -2.1067 -3.0853
C 5.5802 -1.0136 -2.4059
C 5.2297 -0.7729 -1.0888
H 5.7265 -1.8454 2.0198
H 5.0944 -0.6616 3.2012
H 5.9631 -0.1106 1.7583
H 3.6021 -3.1312 1.9178
H 2.0275 -2.6695 1.2651
H 2.4743 -2.1352 2.8913
H 3.2028 -3.4223 -0.5683
H 3.7423 -3.7997 -2.9207
H 5.2717 -2.2780 -4.1300
H 6.2459 -0.3310 -2.9240
H 5.6045 0.1281 -0.6066
O -2.5860 -1.1925 -2.9865
C -1.5770 -0.6548 -3.3944
N -1.4075 -0.2750 -4.7344
C -0.2051 0.5078 -4.8873
C 0.3847 0.3437 -3.4562
O 1.4864 0.8220 -3.1614
N -0.4345 -0.3520 -2.6672
C -0.5255 1.9661 -5.2112
C -1.0297 2.2688 -6.4746
C -1.4053 3.5615 -6.8046
C -1.2666 4.5820 -5.8704
C -0.7520 4.2945 -4.6174
C -0.3825 2.9947 -4.2867
C 0.7872 -0.0825 -5.8843
C 0.6358 -1.3731 -6.3722
C 1.5898 -1.9205 -7.2230
C 2.7071 -1.1841 -7.5869
C 2.8667 0.1052 -7.0926
C 1.9136 0.6515 -6.2483
H -2.2352 -0.0824 -5.2736
H -1.1160 1.4778 -7.2128
H -1.7993 3.7749 -7.7912
H -1.5530 5.5956 -6.1238
H -0.6258 5.0823 -3.8847
H 0.0395 2.7967 -3.3108
H -0.2302 -1.9486 -6.0712
H 1.4607 -2.9308 -7.5922
H 3.4548 -1.6136 -8.2424
H 3.7439 0.6838 -7.3550
H 2.0520 1.6470 -5.8451
C 3.9325 2.2080 2.5257
C 2.7991 1.4378 3.2309
C 3.0048 1.5674 4.7450
C 1.4650 2.0969 2.8481
O 2.7473 0.0835 2.9045
H 3.8696 3.2749 2.7639
H 3.8661 2.0927 1.4420
H 4.9121 1.8437 2.8458
H 3.0265 2.6156 5.0696
H 3.9507 1.0944 5.0258
H 2.1939 1.0542 5.2668
H 1.4042 3.1438 3.1683
H 0.6381 1.5456 3.3001
H 1.3381 2.0764 1.7604
*
```

Summary:
Max |F| = 0.02898 hartree/bohr
E = -3213.75814 a.u.
Energy above the lowest of the compared OMol25 structures with the same formula, charge and spin = 114.63 kJ/mol
Frontier orbital gap = 0.176 hartree
HOMO level = -1.21 eV

=====

Record 7
Entry from the Open Molecules 2025 dataset: a cluster of 3 separate species, C17H36IN2O4 in total in a non-equilibrium geometry (ωB97M-V/def2-TZVPD).

Geometry as ORCA input:
```
! wB97M-V def2-TZVPD RIJCOSX def2/J DEFGRID3
* xyz -1 1
C 2.3366 3.3558 1.5397
C 1.2136 3.4049 0.6971
C 0.1962 2.2992 0.6495
C -0.9838 2.6582 -0.2687
I -0.0548 3.0725 -2.2553
C -1.9192 1.4309 -0.5266
C -2.2103 0.5417 0.7257
C -1.7867 -0.9267 0.3996
C -0.3118 -1.2316 0.7830
O 0.4418 -1.5712 -0.4042
C 1.6529 -0.9732 -0.4777
O 2.0355 -0.5760 -1.4906
H 3.2130 2.8108 1.1592
H 2.3932 3.8504 2.5077
H 1.0869 4.3080 0.0913
H 0.7311 1.3523 0.3936
H -0.1845 2.2583 1.6729
H -1.5407 0.8503 -1.3785
H -2.8824 1.8437 -0.8546
H -3.2974 0.5245 0.8532
H -1.8037 0.9264 1.6620
H -2.4498 -1.6771 0.8474
H -1.8423 -1.1193 -0.6733
H -0.3487 -2.1452 1.3933
H 0.1321 -0.4326 1.3752
H 2.2967 -0.9102 0.4159
C -5.4175 -2.0877 -2.0357
C -5.4085 -2.3733 -0.5375
C -6.4688 -3.3983 -0.1009
O -7.7903 -2.8891 -0.0281
C -8.4834 -2.8495 -1.2609
N -5.5404 -1.1055 0.1842
H -6.2527 -1.4525 -2.3317
H -4.5034 -1.5682 -2.3239
H -5.4709 -3.0147 -2.6123
H -4.4299 -2.7997 -0.2957
H -6.2269 -3.7203 0.9161
H -6.4382 -4.2977 -0.7304
H -8.2149 -3.6910 -1.9062
H -8.2987 -1.9063 -1.7799
H -9.5511 -2.9047 -1.0445
H -5.4365 -1.2834 1.1802
H -6.5072 -0.8026 0.0902
C 7.8223 1.3784 -0.8443
C 7.8197 1.0947 0.6544
C 6.6880 0.1537 1.1007
O 5.4178 0.7621 1.1823
C 4.7144 0.8535 -0.0504
N 7.7858 2.3693 1.3787
H 7.0352 2.0730 -1.1356
H 8.7716 1.8277 -1.1402
H 7.6954 0.4580 -1.4185
H 8.7655 0.5955 0.8907
H 6.9143 -0.1841 2.1174
H 6.6460 -0.7469 0.4728
H 4.9087 -0.0077 -0.6960
H 4.9699 1.7800 -0.5684
H 3.6490 0.8857 0.1719
H 7.8795 2.1837 2.3739
H 6.8429 2.7432 1.2905
*
```

Summary:
Max |F| = 0.08441 hartree/bohr
E = -1377.25491 a.u.
Frontier orbital gap = 0.171 hartree
HOMO level = -2.27 eV

=====

Record 8
Entry from the Open Molecules 2025 dataset: a structure of composition C10H31CoO6 in a non-equilibrium geometry (ωB97M-V/def2-TZVPD).

Geometry as ORCA input:
```
! wB97M-V def2-TZVPD RIJCOSX def2/J DEFGRID3
* xyz 0 5
Co 0.0194 -0.7809 1.9595
O 0.3410 0.0447 0.1604
H -0.1057 -0.4966 -0.5193
C -4.2884 -1.0987 1.6113
C -3.0759 -1.0909 0.6131
O -1.9504 -1.5865 1.3493
H -4.0420 -0.3446 2.3588
H -4.4929 -2.0901 2.0156
H -5.2640 -0.8124 1.2186
H -2.9790 -0.1601 0.0541
H -3.2554 -1.7970 -0.1977
H -2.3887 -1.9680 2.1135
C 0.5100 1.7537 4.9468
C -0.6983 1.7201 3.9809
O -0.2320 1.3776 2.7086
H 1.3371 2.3291 4.5310
H 0.7536 0.7065 5.1257
H 0.2959 1.9786 5.9916
H -1.0886 2.7356 3.9139
H -1.5373 1.2666 4.5086
H 0.3548 2.0504 2.3557
C 0.6882 -2.0939 -2.4896
C 0.2855 -1.5192 -3.8122
O 0.2090 -2.6064 -4.6855
H -0.0556 -2.7582 -2.0496
H 0.9451 -1.4043 -1.6855
H 1.5398 -2.7659 -2.5961
H 1.0372 -0.8249 -4.1876
H -0.6344 -0.9446 -3.7041
H 0.0802 -2.3008 -5.5864
C -1.8436 1.8926 -2.2667
C -0.8340 2.5898 -1.4261
O 0.4543 2.0626 -1.5309
H -2.8628 1.9692 -1.8880
H -1.4934 0.8644 -2.3579
H -1.7641 2.4111 -3.2222
H -1.0371 2.2711 -0.4037
H -0.8124 3.6784 -1.3754
H 0.5369 1.4658 -0.7834
C 4.9593 -1.1960 -0.3670
C 3.8664 -0.2834 -0.9722
O 3.1647 0.3015 0.1676
H 5.5214 -1.7097 -1.1469
H 4.5633 -1.9295 0.3353
H 5.5627 -0.6083 0.3247
H 3.1930 -0.9919 -1.4545
H 4.2772 0.5222 -1.5808
H 2.2401 0.1711 -0.0554
*
```

Summary:
Max |F| = 0.08000 hartree/bohr
E = -2233.61583 a.u.
Frontier orbital gap (spin up / spin down) = 0.242 / 0.342 hartree
HOMO level (spin up / spin down) = -6.14 / -9.37 eV